Computed, not measured: C25H48Cl3N4O3SScSi as an isolated structure, with wB97M-V/def2-TZVPD.

Geometry (Å):
C  -2.9617  4.6299  0.0730
C  -1.7733  4.2219  0.9396
H  -3.1940  5.6864  0.2176
H  -3.8375  4.0754  0.3296
H  -2.7159  4.4248  -0.9752
C  -1.2607  5.0313  1.9598
C  -2.0705  5.9462  2.7772
H  -0.2000  4.9757  2.1243
H  -3.0616  5.5286  3.0176
H  -2.2298  6.9308  2.3041
H  -1.5536  6.1024  3.7362
Sc  -0.5305  -1.6233  -0.3322
Cl  -0.4318  -0.4753  -2.5045
Cl  -2.2236  -3.2684  0.1548
H  0.6562  -5.7090  -0.9964
H  -0.2577  -5.5041  -4.3879
C  -0.3903  -5.5771  -1.3188
C  -1.0101  -5.0504  -3.7198
N  -0.3990  -4.6402  -2.4524
H  -0.9812  -5.1487  -0.4947
C  0.1853  -3.4661  -2.3223
O  0.6545  -3.0705  -1.1978
H  -1.4636  -4.1907  -4.2332
H  0.2624  -2.8446  -3.2290
H  -0.8298  -6.5094  -1.6696
H  -1.7726  -5.8158  -3.5291
H  -2.9327  1.1529  2.7437
H  -0.5208  2.3811  4.3599
C  -2.4580  0.3904  3.3778
C  -0.4274  1.2911  4.4872
N  -1.0028  0.5546  3.3449
H  -2.7302  -0.6139  3.0397
C  -0.1813  -0.1385  2.5484
O  -0.5062  -1.0491  1.7605
H  0.6402  1.0475  4.5916
H  0.8712  0.1205  2.6835
H  -2.7666  0.5517  4.4139
H  -0.9627  1.0152  5.4093
O  -1.7527  2.8154  1.2823
C  -0.7546  3.1758  0.2890
C  1.2133  2.7539  1.8344
C  0.7345  3.1358  0.5630
H  0.4607  2.5036  2.5757
C  2.5788  2.6860  2.1520
H  -1.0809  2.7538  -0.6556
C  1.7702  3.2891  -0.4173
H  2.8665  2.4273  3.1777
C  3.5688  2.9391  1.1973
C  3.1341  3.2271  -0.1124
H  1.5226  3.4811  -1.4560
H  4.6357  2.8870  1.4523
H  3.9197  3.4118  -0.8622
Si  -4.2572  -0.1773  -0.9853
Cl  -2.1672  0.1761  0.0004
C  -5.1982  -1.3387  0.1734
C  -3.7954  -1.2293  -2.4949
C  -5.3148  1.2393  -1.5850
H  -4.8772  -1.2436  1.2250
H  -5.0655  -2.3874  -0.1498
H  -6.2819  -1.1278  0.1068
H  -5.9124  1.6673  -0.7647
H  -6.0187  0.8075  -2.3227
H  -4.7077  2.0050  -2.0873
H  -2.9332  -0.7928  -3.0340
H  -4.6583  -1.3206  -3.1866
H  -3.5193  -2.2503  -2.1830
C  6.4283  -0.1978  -2.0498
C  5.5579  -0.6169  -0.8727
N  4.1379  -0.3021  -1.1388
C  3.1611  -0.9196  -0.4306
S  1.7759  -0.1039  0.0850
N  3.3463  -2.2410  -0.1527
C  3.6610  -3.1512  -1.2719
C  3.6442  -4.5795  -0.7468
H  6.0022  -0.5528  -3.0036
H  7.4313  -0.6354  -1.9390
H  6.5318  0.8981  -2.0934
H  5.6372  -1.6863  -0.6906
H  5.8894  -0.1038  0.0387
H  3.9523  0.6796  -1.3252
H  2.6091  -2.6074  0.4469
H  2.9183  -3.0375  -2.0775
H  4.6372  -2.8905  -1.6844
H  2.6370  -4.8644  -0.4039
H  3.9511  -5.2708  -1.5458
H  4.3487  -4.6946  0.0927

Summary:
E_LUMO (spin up / spin down)   -0.166 / -0.166 eV
Frontier orbital gap (spin up / spin down)   2.9 / 2.9 eV
Highest occupied orbital energy (spin up / spin down)   -0.114 / -0.114 Eh
Relative energy (zero: lowest compared OMol25 entry of this formula, charge and spin)   601.5 kJ/mol
Electronic energy   -115790.223 eV
Total charge   0
Molecular weight   664.2 u

=====

Computed, not measured: C25H48N5OS4TeTl as an isolated structure, with wB97M-V/def2-TZVPD.

Geometry (Å):
Tl  10.5345  12.4554  11.5382
C  7.9051  12.5222  15.6964
C  7.5137  13.5440  14.7340
C  6.8918  12.9505  13.6233
C  6.8488  11.5148  13.9210
C  7.4289  11.2847  15.2181
C  7.5964  9.8835  15.7936
C  6.3672  10.4558  12.9932
C  6.2237  13.5900  12.3791
C  7.7900  15.0218  14.8666
C  8.8529  12.7323  16.8121
H  8.3542  9.2667  15.2853
H  6.6512  9.3769  15.7977
H  8.0080  9.9763  16.8429
H  7.1913  9.7681  12.6568
H  6.0322  10.8233  12.0337
H  5.6030  9.8298  13.4192
H  5.3210  14.1545  12.7507
H  5.8431  12.8491  11.7155
H  6.9651  14.2158  11.8568
H  8.6711  15.1932  15.5083
H  6.9542  15.5769  15.3157
H  8.0171  15.4675  13.8882
H  8.4612  12.9151  17.8218
H  9.5731  13.5301  16.6294
H  9.4424  11.7762  17.0483
S  9.1127  14.2167  9.8305
C  10.5308  15.1947  9.8947
C  11.0020  15.7453  8.7069
C  12.2965  16.2631  8.6542
C  13.1368  16.2567  9.7262
C  12.6114  15.8046  10.9381
C  11.3413  15.3839  11.1278
S  10.9642  14.9043  12.7296
H  10.3374  15.7625  7.8356
H  12.6004  16.5403  7.6297
H  14.1622  16.5633  9.6422
H  13.2247  15.8367  11.8095
N  15.6374  13.6958  7.7569
N  15.6214  12.4258  7.3616
C  14.7068  11.4765  7.7614
N  14.7255  10.2502  7.1501
S  13.5539  11.9344  8.9239
H  16.3653  13.8924  8.4885
H  14.7412  13.9999  8.1764
H  16.2740  12.2581  6.5763
H  15.4400  9.9173  6.4922
H  14.1592  9.5411  7.5744
C  9.6404  7.3128  8.1460
C  8.5213  8.4119  7.9617
C  7.9776  8.6923  9.4018
C  7.3980  7.9914  7.0321
N  9.1785  9.5790  7.3879
N  9.8873  10.3248  8.3451
H  9.2098  6.5118  8.7759
H  10.5850  7.6703  8.5587
H  9.7735  6.8222  7.1388
H  7.4953  7.7787  9.7450
H  7.1861  9.4620  9.5467
H  8.8816  8.9390  10.0857
H  6.8679  7.0929  7.4598
H  7.8236  7.6878  6.0380
H  6.5955  8.7168  6.8763
H  8.4842  10.1945  6.9690
H  10.2305  11.1620  7.8857
H  10.7135  9.7627  8.5448
C  14.0302  12.6784  15.0695
Te  13.2739  11.0062  13.9678
C  15.0115  10.5325  12.6683
H  15.0860  12.7761  14.7968
H  13.9115  12.4612  16.0979
H  13.4754  13.5589  14.7480
H  15.4024  9.5839  13.0271
H  15.7612  11.2530  12.7002
H  14.6410  10.4631  11.6473
C  7.7963  14.2739  5.3397
S  8.4528  12.8796  4.4592
C  10.2407  13.0508  4.8179
O  7.8833  11.7932  5.2987
H  8.3493  14.2871  6.3183
H  6.7214  14.1574  5.4455
H  8.0333  15.1895  4.7787
H  10.6400  14.1001  4.7444
H  10.8712  12.5151  4.0662
H  10.5006  12.5483  5.7382

Summary:
E_LUMO   3.232 eV
Frontier orbital gap   2.9 eV
Highest occupied orbital energy   0.013 Eh
Relative energy (zero: lowest compared OMol25 entry of this formula, charge and spin)   246.7 kJ/mol
Electronic energy   -91525.058 eV
Total charge   -2
Molecular weight   894.9 u

=====

Computed, not measured: a 3-piece molecular cluster, C25H48NO8 overall, with wB97M-V/def2-TZVPD.

Geometry (Å):
C  4.1466  -0.1047  0.3797
C  4.3063  -0.4017  -1.1803
O  4.6004  -1.5857  -1.5041
O  4.1658  0.5808  -2.2200
C  3.4954  1.7533  -1.6942
C  3.0942  2.8398  -2.8003
C  2.6455  4.2680  -2.1689
C  1.1063  4.2414  -1.6221
C  1.1905  3.8342  -0.0716
C  -0.2060  3.3988  0.5984
C  -1.1660  2.5431  -0.3427
C  -0.7644  1.3364  -1.2148
C  -1.8326  0.5559  -2.0620
C  -3.3112  1.0361  -1.9707
C  -3.6055  2.2606  -1.0853
N  -2.5772  2.9292  -0.3385
H  3.0296  0.0760  0.6297
H  4.4599  -0.9843  1.0494
H  4.6801  0.8729  0.6729
H  4.0905  2.3051  -0.8726
H  2.5149  1.4165  -1.1769
H  2.2075  2.4989  -3.4533
H  4.0052  3.0453  -3.4606
H  3.3806  4.6259  -1.3493
H  2.7003  5.0217  -3.0343
H  0.6574  5.3046  -1.6985
H  0.5507  3.4981  -2.2858
H  1.5353  4.7845  0.4923
H  1.9659  3.0330  0.1702
H  -0.7845  4.2870  1.0220
H  0.0536  2.7208  1.4975
H  0.3261  0.9804  -1.2413
H  -1.5845  -0.3448  -2.7138
H  -4.1708  0.5118  -2.5267
H  -4.6733  2.6602  -0.9868
H  -2.8645  3.7311  0.2505
C  5.5074  0.8104  7.8304
O  4.2326  0.7748  7.2128
C  3.8591  2.0128  6.6181
C  3.1262  1.7806  5.2986
O  3.9520  1.3206  4.2270
C  4.4770  -0.0053  4.3448
C  3.4344  -1.1204  4.2193
O  2.5971  -1.1584  5.3677
C  1.2337  -1.3776  5.0604
H  5.4408  1.3196  8.7989
H  5.8333  -0.2196  7.9895
H  6.2484  1.3040  7.1916
H  4.7335  2.6465  6.4422
H  3.1900  2.5236  7.3224
H  2.7424  2.7539  4.9657
H  2.2555  1.1432  5.4252
H  5.0810  -0.1118  5.2393
H  5.1704  -0.1237  3.5062
H  3.9457  -2.0888  4.1548
H  2.8540  -0.9692  3.3070
H  0.9074  -0.7599  4.2174
H  0.6387  -1.1033  5.9337
H  1.0632  -2.4366  4.8430
C  -8.0205  -2.9970  -4.5230
O  -6.7556  -3.5641  -4.8146
C  -5.8823  -2.6737  -5.5006
C  -4.4477  -2.8295  -5.0008
O  -4.2113  -2.3189  -3.6857
C  -4.8296  -3.0261  -2.6050
C  -4.2504  -4.4157  -2.3325
O  -4.6092  -5.3245  -3.3638
C  -3.5520  -6.1863  -3.7453
H  -8.6450  -2.9897  -5.4240
H  -8.4993  -3.6154  -3.7610
H  -7.9216  -1.9821  -4.1209
H  -6.2006  -1.6339  -5.3762
H  -5.9271  -2.9303  -6.5665
H  -3.8079  -2.2283  -5.6598
H  -4.0948  -3.8523  -5.0939
H  -5.9084  -3.0499  -2.7166
H  -4.6391  -2.4236  -1.7108
H  -4.6683  -4.8027  -1.3950
H  -3.1667  -4.3394  -2.2281
H  -2.6098  -5.6412  -3.8579
H  -3.8052  -6.6308  -4.7096
H  -3.4395  -6.9902  -3.0116

Summary:
E_LUMO   -4.706 eV
Frontier orbital gap   6.2 eV
Highest occupied orbital energy   -0.400 Eh
Electronic energy   -44558.650 eV
Total charge   +1
Molecular weight   490.7 u